[1]
A molecular structure, C31H43BCl3N6O4RuS3 at a distorted geometry, computed with the ωB97M-V functional and the def2-TZVPD basis.

Computed properties:
⟨S²⟩   0.762
ΔE to the lowest compared entry with this formula, charge and spin   0.0 kcal/mol
LUMO (alpha / beta)   -0.26 / 0.00 eV

The geometry in ORCA input format:
```
! RIJCOSX wB97M-V def2-TZVPD def2/J DEFGRID3
* xyz 0 2
Ru -0.56 0.54 -0.10
C -0.89 2.73 3.50
C 0.60 2.75 3.81
C 0.80 2.77 5.32
C 1.22 3.99 3.16
N 1.34 1.55 3.27
C 2.72 1.50 3.40
C 3.12 0.31 2.91
N 1.99 -0.36 2.49
B 2.17 -1.75 1.82
N 2.79 -1.58 0.40
C 3.49 -2.62 -0.16
C 3.85 -2.25 -1.40
N 3.33 -0.99 -1.61
C 2.67 -0.60 -0.50
S 1.82 0.92 -0.31
C 3.52 -0.21 -2.89
C 4.33 1.04 -2.59
C 4.30 -1.08 -3.88
C 2.17 0.11 -3.50
N 0.88 -2.60 1.73
C 0.56 -3.44 2.76
C -0.62 -4.01 2.48
N -1.04 -3.51 1.26
C -0.12 -2.62 0.82
S -0.15 -1.68 -0.66
C -2.38 -3.94 0.72
C -2.66 -3.44 -0.68
C -3.42 -3.38 1.69
C -2.40 -5.47 0.71
C 0.92 0.40 2.71
S -0.71 -0.03 2.26
H -1.31 3.63 3.95
H -1.39 1.87 3.93
H -1.12 2.74 2.44
H 0.28 3.63 5.74
H 1.86 2.84 5.59
H 0.39 1.87 5.77
H 0.61 4.86 3.39
H 1.26 3.88 2.07
H 2.23 4.19 3.51
H 3.30 2.30 3.81
H 4.11 -0.10 2.80
H 2.95 -2.37 2.50
H 3.68 -3.53 0.38
H 4.41 -2.79 -2.14
H 5.29 0.78 -2.15
H 3.79 1.70 -1.90
H 4.50 1.59 -3.52
H 5.29 -1.34 -3.51
H 4.42 -0.51 -4.80
H 3.76 -2.00 -4.12
H 1.61 0.83 -2.91
H 1.56 -0.79 -3.60
H 2.32 0.53 -4.50
H 1.21 -3.56 3.61
H -1.20 -4.71 3.04
H -2.73 -2.35 -0.73
H -3.62 -3.86 -0.98
H -1.90 -3.77 -1.39
H -3.31 -2.30 1.77
H -3.33 -3.80 2.69
H -4.42 -3.60 1.31
H -1.55 -5.86 0.15
H -3.32 -5.80 0.22
H -2.39 -5.91 1.71
Cl -0.22 5.91 -5.16
C -0.31 4.42 -4.24
C -0.15 4.45 -2.87
C -0.26 3.26 -2.17
Cl -0.05 3.27 -0.44
C -0.53 2.03 -2.76
O -0.68 0.90 -2.11
C -0.65 2.06 -4.16
Cl -0.96 0.56 -4.99
C -0.56 3.23 -4.90
H 0.05 5.38 -2.35
H -0.67 3.20 -5.97
C -4.98 -0.20 -0.16
C -3.78 0.57 -0.70
C -4.12 1.25 -2.03
O -2.69 -0.34 -0.85
C -3.38 1.64 0.29
O -4.21 2.40 0.74
O -2.12 1.69 0.61
H -5.36 -0.89 -0.92
H -5.76 0.51 0.12
H -4.69 -0.77 0.72
H -4.53 0.53 -2.74
H -3.22 1.70 -2.47
H -4.85 2.03 -1.85
H -2.21 -0.11 -1.67
*
```

[2]
A molecular structure, C31H43CaN5OS5Sb, computed with the ωB97M-V functional and the def2-TZVPD basis.

Computed properties:
ΔE to the lowest compared entry with this formula, charge and spin   6.8 kcal/mol
LUMO   -2.08 eV

The geometry in ORCA input format:
```
! RIJCOSX wB97M-V def2-TZVPD def2/J DEFGRID3
* xyz 1 1
Ca 1.85 0.50 0.77
N 0.70 0.25 3.00
C 0.48 -1.20 3.20
C 1.74 -2.03 2.93
N 2.45 -1.72 1.68
C 3.92 -1.62 1.86
C 4.36 -0.43 2.70
N 4.00 0.85 2.06
C 2.12 -2.66 0.59
C 0.77 -2.43 -0.08
N 0.69 -1.10 -0.72
H 1.24 0.64 3.76
H -0.20 0.73 3.01
H -0.32 -1.50 2.53
H 0.15 -1.42 4.21
H 1.45 -3.08 2.94
H 2.43 -1.89 3.76
H 4.37 -1.53 0.87
H 4.32 -2.53 2.31
H 5.44 -0.50 2.85
H 3.91 -0.46 3.68
H 4.58 1.01 1.23
H 4.19 1.63 2.69
H 2.14 -3.69 0.96
H 2.91 -2.57 -0.17
H -0.04 -2.52 0.65
H 0.62 -3.23 -0.81
H -0.23 -0.97 -1.13
H 1.35 -1.10 -1.50
C 3.31 -1.22 -4.71
S 2.99 -2.03 -3.13
C 4.45 -1.60 -2.25
C 4.70 -0.45 -1.61
S 3.66 0.92 -1.35
S 6.29 -0.31 -0.90
C 6.92 -1.87 -1.36
S 8.41 -2.40 -0.97
S 5.76 -2.78 -2.29
H 2.45 -1.41 -5.35
H 4.20 -1.65 -5.18
H 3.44 -0.15 -4.57
C -0.14 5.17 0.45
N 0.96 4.74 -0.41
C 1.35 5.64 -1.49
C 1.52 3.55 -0.26
O 1.19 2.73 0.62
H -0.01 6.22 0.68
H -0.12 4.59 1.37
H -1.09 5.03 -0.05
H 1.71 6.58 -1.08
H 0.50 5.84 -2.14
H 2.14 5.18 -2.08
H 2.31 3.33 -0.99
C -7.53 0.92 1.51
C -7.01 -0.37 1.46
C -5.65 -0.56 1.30
C -4.79 0.53 1.19
C -5.32 1.82 1.24
C -6.68 2.01 1.40
Sb -2.69 0.31 0.96
C -2.67 -1.75 0.42
C -2.61 -2.20 -0.91
C -2.53 -3.55 -1.20
C -2.52 -4.49 -0.17
C -2.59 -4.06 1.15
C -2.66 -2.71 1.44
C -2.58 1.13 -1.01
C -3.64 1.04 -1.91
C -3.52 1.56 -3.19
C -2.34 2.17 -3.59
C -1.28 2.28 -2.70
C -1.41 1.76 -1.42
H -8.60 1.07 1.63
H -7.67 -1.22 1.54
H -5.26 -1.57 1.25
H -4.67 2.68 1.15
H -7.08 3.02 1.43
H -2.64 -1.48 -1.72
H -2.49 -3.88 -2.23
H -2.46 -5.55 -0.40
H -2.59 -4.79 1.96
H -2.71 -2.40 2.48
H -4.57 0.56 -1.60
H -4.35 1.48 -3.88
H -2.25 2.57 -4.59
H -0.36 2.76 -3.01
H -0.58 1.87 -0.72
*
```

[3]
A molecular structure, C31H44BrN3P2Pt at a distorted geometry, computed with the ωB97M-V functional and the def2-TZVPD basis.

Computed properties:
⟨S²⟩   2.048
ΔE to the lowest compared entry with this formula, charge and spin   87.9 kcal/mol
LUMO (alpha / beta)   -5.98 / -7.47 eV

The geometry in ORCA input format:
```
! RIJCOSX wB97M-V def2-TZVPD def2/J DEFGRID3
* xyz 2 3
N 4.61 -6.52 -1.48
C 3.84 -6.75 -0.41
C 3.07 -5.76 0.18
C 3.05 -4.46 -0.39
C 3.97 -4.21 -1.46
C 4.69 -5.30 -1.99
C 2.04 -3.53 0.04
Pt 1.19 -1.26 0.99
P -2.91 2.42 -1.04
C 1.82 -2.26 -0.60
C 0.42 -1.94 -1.05
C 0.18 -1.03 -2.12
C -1.06 -0.42 -2.25
C -2.10 -0.71 -1.33
C -1.93 -1.80 -0.48
C -0.67 -2.42 -0.30
Br -1.33 1.60 0.22
H 1.34 -3.87 0.79
H 2.54 -1.94 -1.34
H 2.44 -5.99 1.02
H 4.08 -3.24 -1.93
H 3.80 -7.77 -0.04
H 5.32 -5.15 -2.87
H 1.01 -0.79 -2.80
H -0.56 -3.34 0.25
H -1.22 0.26 -3.09
H -2.76 -2.14 0.14
P 1.81 1.03 0.42
C -4.05 1.01 -0.97
C -5.18 0.50 -1.86
H -4.27 0.81 0.09
H -3.11 -0.14 -1.24
H -5.35 -0.54 -1.54
H -6.14 1.00 -1.73
H -4.96 0.44 -2.93
C -2.01 2.82 -2.62
C -2.55 3.76 -3.72
H -1.80 1.86 -3.11
H -1.03 3.24 -2.31
H -1.81 3.70 -4.53
H -3.53 3.46 -4.14
H -2.57 4.81 -3.40
C -3.07 4.04 -0.13
C -4.44 4.26 0.55
H -2.90 4.87 -0.85
H -2.31 4.16 0.65
H -4.27 4.71 1.54
H -5.07 4.97 -0.01
H -5.00 3.32 0.68
C 1.81 2.50 1.56
C 3.18 3.14 1.78
H 1.37 2.15 2.51
H 1.11 3.25 1.17
H 3.82 2.51 2.41
H 3.71 3.33 0.85
H 3.09 4.10 2.29
C 1.44 1.95 -1.18
C 2.57 2.19 -2.16
H 0.98 2.92 -0.91
H 0.67 1.36 -1.69
H 3.46 2.64 -1.70
H 2.85 1.26 -2.66
H 2.21 2.87 -2.94
C 3.56 0.58 0.39
C 3.88 -0.09 1.73
H 4.17 1.47 0.23
H 3.71 -0.12 -0.44
H 3.87 -1.19 1.63
H 4.86 0.22 2.10
H 3.14 0.15 2.52
N -5.24 -0.96 3.72
C -4.08 -1.12 3.75
C -2.64 -1.30 3.77
C -1.97 -1.55 4.98
C -0.58 -1.67 4.95
C 0.08 -1.59 3.70
N -0.56 -1.35 2.55
C -1.90 -1.21 2.58
H -2.53 -1.64 5.91
H 0.02 -1.83 5.85
H 1.17 -1.71 3.59
H -2.43 -1.00 1.66
*
```

[4]
A molecular structure, C31H44BrN3P2V at a distorted geometry, computed with the ωB97M-V functional and the def2-TZVPD basis.

Computed properties:
⟨S²⟩   0.760
LUMO (alpha / beta)   -14.85 / -14.83 eV

The geometry in ORCA input format:
```
! RIJCOSX wB97M-V def2-TZVPD def2/J DEFGRID3
* xyz 4 2
N 5.48 3.37 3.67
C 4.28 3.69 4.13
C 3.27 2.73 4.26
C 3.54 1.38 3.91
C 4.84 1.09 3.44
C 5.79 2.12 3.34
C 2.53 0.34 4.02
V -0.53 -1.00 0.19
P -3.18 -0.34 -2.26
C 2.79 -1.02 3.93
C 1.78 -1.98 3.59
C 2.02 -2.96 2.57
C 1.09 -2.95 1.51
C -0.04 -2.15 1.71
C -0.54 -1.77 2.97
C 0.45 -1.65 3.96
Br -2.48 -2.37 -0.41
H 1.55 0.70 4.34
H 3.82 -1.37 3.91
H 2.29 3.04 4.62
H 5.13 0.08 3.15
H 4.09 4.75 4.35
H 6.79 1.92 2.96
H 2.95 -3.53 2.55
H 0.19 -1.23 4.94
H 1.14 -3.53 0.59
H -1.62 -1.67 3.13
P 1.34 -0.88 -1.27
C -4.81 -0.18 -1.36
C -6.04 -0.97 -1.81
H -5.06 0.89 -1.34
H -4.63 -0.47 -0.32
H -6.93 -0.73 -1.20
H -6.30 -0.76 -2.86
H -5.88 -2.05 -1.71
C -3.15 -1.76 -3.49
C -4.40 -2.11 -4.29
H -2.86 -2.68 -2.94
H -2.33 -1.54 -4.19
H -4.29 -3.12 -4.74
H -5.31 -2.16 -3.67
H -4.57 -1.41 -5.12
C -3.08 1.13 -3.36
C -4.34 1.45 -4.11
H -2.24 0.94 -4.04
H -2.79 1.93 -2.68
H -4.13 2.19 -4.87
H -4.78 0.60 -4.61
H -5.09 1.90 -3.47
C 1.56 0.71 -2.16
C 0.44 0.91 -3.18
H 2.55 0.72 -2.64
H 1.57 1.57 -1.47
H 0.57 1.84 -3.74
H 0.40 0.09 -3.92
H -0.54 0.96 -2.68
C 1.43 -2.05 -2.69
C 2.27 -3.31 -2.51
H 1.77 -1.48 -3.57
H 0.38 -2.32 -2.91
H 2.56 -3.71 -3.49
H 3.19 -3.16 -1.95
H 1.69 -4.09 -2.01
C 2.89 -0.98 -0.29
C 3.24 0.27 0.52
H 3.71 -1.28 -0.96
H 2.74 -1.82 0.41
H 4.19 0.13 1.05
H 3.36 1.18 -0.10
H 2.47 0.48 1.28
N -0.34 4.71 4.73
C -0.52 3.96 3.84
C -0.67 3.05 2.71
C 0.40 2.87 1.84
C 0.31 1.89 0.86
N -0.69 0.98 0.84
C -1.80 1.25 1.58
C -1.84 2.32 2.46
H 1.32 3.46 1.92
H 1.09 1.85 0.10
H -2.64 0.57 1.49
H -2.76 2.53 2.99
*
```

[5]
A molecular structure, C31H44BrN5PtS at a distorted geometry, computed with the ωB97M-V functional and the def2-TZVPD basis.

Computed properties:
ΔE to the lowest compared entry with this formula, charge and spin   35.9 kcal/mol
LUMO   0.47 eV

The geometry in ORCA input format:
```
! RIJCOSX wB97M-V def2-TZVPD def2/J DEFGRID3
* xyz 0 1
Pt 0.85 1.66 0.15
C 0.67 3.01 2.78
N 1.23 1.74 2.24
C 0.60 0.62 2.96
C 2.70 1.69 2.42
C 3.18 1.80 3.71
C 4.53 1.75 4.00
C 5.40 1.59 2.93
C 4.94 1.47 1.63
C 3.56 1.50 1.31
N 2.96 1.38 0.09
C 3.46 1.35 -1.17
C 4.81 1.30 -1.60
C 5.16 1.23 -2.94
C 4.19 1.20 -3.94
C 2.87 1.27 -3.54
C 2.51 1.35 -2.21
N 1.05 1.45 -1.92
C 0.37 0.21 -2.34
C 0.45 2.61 -2.62
H 0.79 3.05 3.87
H -0.38 3.08 2.53
H 1.19 3.85 2.33
H 0.74 0.73 4.04
H 1.05 -0.32 2.64
H -0.46 0.60 2.74
H 2.47 1.92 4.52
H 4.89 1.85 5.01
H 6.47 1.55 3.10
H 5.68 1.33 0.88
H 5.62 1.30 -0.90
H 6.21 1.19 -3.20
H 4.46 1.14 -4.99
H 2.09 1.26 -4.30
H 0.40 0.11 -3.43
H -0.67 0.25 -2.02
H 0.86 -0.64 -1.88
H 0.49 2.47 -3.70
H 1.00 3.51 -2.36
H -0.58 2.73 -2.31
C -5.12 -0.89 0.69
C -5.55 -2.22 0.07
C -4.39 -3.15 -0.30
C -3.54 -2.68 -1.48
N -2.51 -1.71 -1.09
C -1.28 -1.91 -0.54
S -0.69 -0.78 0.56
N -0.47 -2.92 -0.93
C -0.74 -4.22 -1.54
C -1.36 -5.23 -0.57
C -0.45 -5.55 0.61
C -1.08 -6.57 1.56
H -5.99 -0.37 1.11
H -4.67 -0.21 -0.04
H -4.40 -1.05 1.50
H -6.15 -2.03 -0.83
H -6.19 -2.75 0.77
H -4.81 -4.13 -0.55
H -3.75 -3.29 0.57
H -4.17 -2.19 -2.22
H -3.07 -3.53 -1.97
H -2.89 -0.85 -0.73
H 0.39 -2.87 -0.41
H 0.22 -4.59 -1.89
H -1.37 -4.10 -2.42
H -1.58 -6.15 -1.13
H -2.31 -4.84 -0.20
H -0.23 -4.64 1.17
H 0.50 -5.95 0.24
H -2.02 -6.18 1.97
H -0.42 -6.80 2.39
H -1.31 -7.50 1.04
Br -3.23 7.03 -0.09
C -2.12 5.49 -0.03
C -0.75 5.63 -0.01
C 0.06 4.50 0.03
C -0.48 3.21 0.07
C -1.88 3.11 0.04
C -2.71 4.23 0.00
H -0.30 6.62 -0.04
H 1.13 4.63 0.04
H -2.35 2.13 0.07
H -3.78 4.13 -0.02
*
```

Copy entry 3 word for word.
A molecular structure, C31H44BrN3P2Pt at a distorted geometry, computed with the ωB97M-V functional and the def2-TZVPD basis.

Computed properties:
⟨S²⟩   2.048
ΔE to the lowest compared entry with this formula, charge and spin   87.9 kcal/mol
LUMO (alpha / beta)   -5.98 / -7.47 eV

The geometry in ORCA input format:
```
! RIJCOSX wB97M-V def2-TZVPD def2/J DEFGRID3
* xyz 2 3
N 4.61 -6.52 -1.48
C 3.84 -6.75 -0.41
C 3.07 -5.76 0.18
C 3.05 -4.46 -0.39
C 3.97 -4.21 -1.46
C 4.69 -5.30 -1.99
C 2.04 -3.53 0.04
Pt 1.19 -1.26 0.99
P -2.91 2.42 -1.04
C 1.82 -2.26 -0.60
C 0.42 -1.94 -1.05
C 0.18 -1.03 -2.12
C -1.06 -0.42 -2.25
C -2.10 -0.71 -1.33
C -1.93 -1.80 -0.48
C -0.67 -2.42 -0.30
Br -1.33 1.60 0.22
H 1.34 -3.87 0.79
H 2.54 -1.94 -1.34
H 2.44 -5.99 1.02
H 4.08 -3.24 -1.93
H 3.80 -7.77 -0.04
H 5.32 -5.15 -2.87
H 1.01 -0.79 -2.80
H -0.56 -3.34 0.25
H -1.22 0.26 -3.09
H -2.76 -2.14 0.14
P 1.81 1.03 0.42
C -4.05 1.01 -0.97
C -5.18 0.50 -1.86
H -4.27 0.81 0.09
H -3.11 -0.14 -1.24
H -5.35 -0.54 -1.54
H -6.14 1.00 -1.73
H -4.96 0.44 -2.93
C -2.01 2.82 -2.62
C -2.55 3.76 -3.72
H -1.80 1.86 -3.11
H -1.03 3.24 -2.31
H -1.81 3.70 -4.53
H -3.53 3.46 -4.14
H -2.57 4.81 -3.40
C -3.07 4.04 -0.13
C -4.44 4.26 0.55
H -2.90 4.87 -0.85
H -2.31 4.16 0.65
H -4.27 4.71 1.54
H -5.07 4.97 -0.01
H -5.00 3.32 0.68
C 1.81 2.50 1.56
C 3.18 3.14 1.78
H 1.37 2.15 2.51
H 1.11 3.25 1.17
H 3.82 2.51 2.41
H 3.71 3.33 0.85
H 3.09 4.10 2.29
C 1.44 1.95 -1.18
C 2.57 2.19 -2.16
H 0.98 2.92 -0.91
H 0.67 1.36 -1.69
H 3.46 2.64 -1.70
H 2.85 1.26 -2.66
H 2.21 2.87 -2.94
C 3.56 0.58 0.39
C 3.88 -0.09 1.73
H 4.17 1.47 0.23
H 3.71 -0.12 -0.44
H 3.87 -1.19 1.63
H 4.86 0.22 2.10
H 3.14 0.15 2.52
N -5.24 -0.96 3.72
C -4.08 -1.12 3.75
C -2.64 -1.30 3.77
C -1.97 -1.55 4.98
C -0.58 -1.67 4.95
C 0.08 -1.59 3.70
N -0.56 -1.35 2.55
C -1.90 -1.21 2.58
H -2.53 -1.64 5.91
H 0.02 -1.83 5.85
H 1.17 -1.71 3.59
H -2.43 -1.00 1.66
*
```